(1)
Here is a 2-piece molecular cluster, C2H6NO overall in a non-equilibrium geometry from the OMol25 dataset. Energies are from the ωB97M-V functional and the def2-TZVPD basis.

- HOMO-LUMO gap (eV) = 10.786
- E (eV) = -5698.5956
- total charge = +1
- lowest unoccupied orbital energy (eV) = -5.76
- energy above the lowest of the compared OMol25 structures with the same formula, charge and spin (kcal per mole) = 66.63
- M (g mol⁻¹) = 60.08

XYZ file:
```
10
Properties=species:S:1:pos:R:3:nbo_charge:R:1
C 0.19 -1.04 0.88 -0.231
C 0.72 -0.59 -0.41 0.366
N -0.50 -0.97 -0.40 -0.396
O -0.20 1.80 -0.50 -0.974
H 0.36 -2.07 1.20 0.245
H 0.06 -0.25 1.69 0.252
H 1.49 -0.53 -1.21 0.293
H -1.31 -0.74 -0.80 0.439
H -1.12 1.81 -0.21 0.494
H 0.30 2.59 -0.24 0.512
```



(2)
Here is a 2-piece molecular cluster, C24H18BrN4O8 overall in a non-equilibrium geometry from the OMol25 dataset. Energies are from the ωB97M-V functional and the def2-TZVPD basis.

- HOMO-LUMO gap (eV) = 5.095
- E (eV) = -117556.6448
- total charge = -1
- lowest unoccupied orbital energy (eV) = 1.54
- energy above the lowest of the compared OMol25 structures with the same formula, charge and spin (kcal per mole) = 3.95
- M (g mol⁻¹) = 570.33

XYZ file:
```
55
Properties=species:S:1:pos:R:3:nbo_charge:R:1
C 1.89 -3.53 -2.41 -0.632
C 2.94 -3.02 -1.45 -0.066
O 2.21 -2.09 -0.56 -0.501
C 3.05 -1.63 0.38 0.921
O 4.23 -1.97 0.46 -0.622
N 2.38 -0.75 1.23 -0.415
C 3.01 -0.24 2.39 0.143
C 4.34 -0.35 2.75 -0.228
C 4.76 0.33 3.90 -0.201
C 3.82 1.07 4.66 -0.241
C 2.47 1.15 4.27 -0.094
Br 1.25 2.24 5.20 0.102
C 2.05 0.46 3.13 -0.044
C 0.79 0.31 2.38 -0.018
N -0.52 0.60 2.87 0.500
O -0.78 0.34 4.06 -0.377
O -1.38 1.07 2.08 -0.351
C 1.05 -0.33 1.20 0.063
H 2.36 -4.18 -3.15 0.214
H 1.13 -4.11 -1.87 0.222
H 1.40 -2.70 -2.93 0.225
H 3.38 -3.83 -0.84 0.197
H 3.74 -2.46 -1.95 0.194
H 5.01 -0.94 2.13 0.260
H 5.80 0.30 4.21 0.219
H 4.14 1.60 5.55 0.226
H 0.36 -0.64 0.44 0.287
C -0.82 0.33 -1.27 -0.453
C -1.11 1.68 -0.99 0.021
C -0.06 2.61 -0.70 -0.266
C -0.32 3.93 -0.41 -0.160
C -1.65 4.39 -0.40 -0.086
N -1.93 5.74 -0.04 0.509
O -3.12 6.13 -0.03 -0.454
O -0.97 6.49 0.24 -0.459
C -2.72 3.53 -0.72 -0.171
C -2.45 2.21 -1.03 -0.228
C -1.83 -0.63 -1.63 0.039
C -2.99 -0.80 -0.81 -0.264
C -3.99 -1.68 -1.16 -0.174
C -3.88 -2.43 -2.35 0.000
N -4.94 -3.29 -2.73 0.495
O -4.86 -3.93 -3.80 -0.435
O -5.94 -3.38 -1.97 -0.432
C -2.74 -2.30 -3.17 -0.189
C -1.72 -1.45 -2.80 -0.248
H 0.23 0.06 -1.45 0.189
H 0.97 2.25 -0.70 0.195
H 0.47 4.64 -0.18 0.235
H -3.73 3.92 -0.72 0.235
H -3.28 1.56 -1.31 0.205
H -3.09 -0.20 0.10 0.234
H -4.88 -1.81 -0.55 0.239
H -2.70 -2.89 -4.09 0.235
H -0.84 -1.34 -3.44 0.206
```



(3)
Here is C17H27FNO2P2Tc as an isolated structure in a non-equilibrium geometry from the OMol25 dataset. Energies are from the ωB97M-V functional and the def2-TZVPD basis.

- HOMO-LUMO gap (alpha / beta) (eV) = 6.344 / 6.203
- E (eV) = -47113.0436
- total charge = +3
- lowest unoccupied orbital energy (alpha / beta) (eV) = -12.24 / -13.22
- 2S+1 = 4
- M (g mol⁻¹) = 456.35

XYZ file:
```
51
Properties=species:S:1:pos:R:3:mulliken_spin:R:1
Tc -0.57 -0.55 -0.25 1.091
P -0.95 0.82 1.50 0.031
C -2.41 1.68 0.79 0.583
C -2.11 2.06 -0.62 -0.081
N -1.26 1.24 -1.29 0.054
C -0.79 1.60 -2.51 0.043
C -1.22 2.78 -3.14 0.095
C -2.18 3.56 -2.50 -0.024
C -2.64 3.21 -1.23 0.121
C 0.28 0.72 -3.11 0.016
P 0.42 -0.91 -2.22 -0.024
H -3.36 3.80 -0.64 0.000
H -0.80 3.01 -4.15 0.000
H -2.56 4.46 -2.98 0.003
H 0.09 0.49 -4.17 0.004
H 1.28 1.19 -3.03 0.005
H -3.22 0.55 0.55 0.040
H -2.89 2.34 1.44 0.016
H -2.95 -3.09 -0.85 0.002
O -3.14 -0.41 0.04 0.174
H -3.38 -1.11 0.61 -0.009
H -0.57 -2.11 -0.47 -0.047
O -2.39 -3.85 -1.07 0.002
H -1.88 -4.05 -0.26 0.000
C -0.44 -2.03 -3.38 0.027
H 0.10 -1.98 -4.34 0.006
H -0.46 -3.04 -2.95 0.001
H -1.48 -1.68 -3.48 -0.003
C 2.18 -1.37 -2.36 0.011
H 2.40 -2.19 -1.65 0.000
H 2.36 -1.71 -3.40 0.001
H 2.80 -0.49 -2.12 0.003
C 0.25 2.15 1.79 0.012
H -0.28 2.87 2.44 0.001
H 1.13 1.70 2.30 0.002
H 0.53 2.59 0.82 -0.003
C -1.45 0.25 3.15 0.008
H -0.62 -0.33 3.58 0.004
H -1.65 1.16 3.73 0.001
H -2.35 -0.38 3.05 -0.004
F 3.29 -3.99 3.33 0.075
C 2.41 -3.23 2.60 0.281
C 1.05 -3.53 2.68 0.077
C 0.16 -2.75 1.94 0.032
C 0.66 -1.72 1.12 0.214
C 2.03 -1.43 1.09 0.059
C 2.92 -2.19 1.83 0.100
H 0.68 -4.34 3.32 0.000
H -0.92 -2.92 1.96 0.001
H 2.36 -0.57 0.50 0.004
H 3.99 -1.97 1.80 -0.002
```



(4)
Here is a 2-piece molecular cluster, C5H11NO overall in a non-equilibrium geometry from the OMol25 dataset. Energies are from the ωB97M-V functional and the def2-TZVPD basis.

- HOMO-LUMO gap (eV) = 9.254
- E (eV) = -8899.5858
- structure (SMILES) = C=C/C(N)=C/C.O
- lowest unoccupied orbital energy (eV) = 0.83
- energy above the lowest of the compared OMol25 structures with the same formula, charge and spin (kcal per mole) = 48.69
- M (g mol⁻¹) = 101.15

XYZ file:
```
18
Properties=species:S:1:pos:R:3:nbo_charge:R:1
C -2.37 0.89 0.89 -0.374
C -2.00 -0.31 0.49 -0.213
C -0.65 -0.65 -0.06 0.123
N -0.45 -0.23 -1.39 -0.842
C 0.31 -1.17 0.69 -0.253
C 1.75 -1.33 0.28 -0.642
H -1.76 1.77 0.73 0.190
H -3.24 1.10 1.47 0.201
H -2.63 -1.18 0.65 0.209
H -0.15 -0.91 -2.05 0.381
H -1.19 0.33 -1.78 0.379
H 0.13 -1.37 1.74 0.207
H 1.94 -2.17 -0.40 0.212
H 2.39 -1.56 1.13 0.219
H 2.07 -0.41 -0.22 0.202
O 2.21 2.67 -0.74 -0.944
H 2.32 1.80 -0.35 0.472
H 1.31 2.74 -1.08 0.473
```



(5)
Here is a 2-piece molecular cluster, C2H3NO overall in a non-equilibrium geometry from the OMol25 dataset. Energies are from the ωB97M-V functional and the def2-TZVPD basis.

- HOMO-LUMO gap (eV) = 11.223
- E (eV) = -5658.9304
- lowest unoccupied orbital energy (eV) = 1.14
- energy above the lowest of the compared OMol25 structures with the same formula, charge and spin (kcal per mole) = 22.47
- M (g mol⁻¹) = 57.05

XYZ file:
```
7
Properties=species:S:1:pos:R:3:nbo_charge:R:1
C 2.17 0.55 2.28 0.495
C -1.04 -0.28 -1.09 -0.036
N -0.09 -0.72 -0.41 -0.598
O 2.11 1.36 1.49 -0.494
H -1.99 0.10 -0.70 0.143
H -0.93 -0.29 -2.17 0.157
H -0.22 -0.73 0.60 0.332
```



(6)
Here is C34H26F5N4O2S2SeSi2W as an isolated structure from the OMol25 dataset. Energies are from the ωB97M-V functional and the def2-TZVPD basis.

- HOMO-LUMO gap (eV) = 6.174
- E (eV) = -163924.3551
- total charge = -1
- lowest unoccupied orbital energy (eV) = 1.79
- energy above the lowest of the compared OMol25 structures with the same formula, charge and spin (kcal per mole) = 1.99
- M (g mol⁻¹) = 1000.70

XYZ file:
```
77
Properties=species:S:1:pos:R:3:mulliken_charge:R:1
W 0.80 0.97 0.33 0.966
O 1.47 2.19 1.69 -0.100
C 1.12 3.32 2.26 0.399
C 2.10 4.21 2.72 -0.601
C 1.72 5.40 3.31 -0.493
C 0.37 5.73 3.47 -0.718
C -0.59 4.84 3.05 -0.860
C -0.23 3.64 2.43 0.429
C -1.23 2.66 2.10 -0.189
N -1.05 1.57 1.41 0.415
N -2.21 0.79 1.56 -0.557
C -2.32 -0.28 0.87 -0.758
O -1.47 -0.64 -0.09 -0.435
C -3.44 -1.17 1.30 0.587
C -3.14 -2.40 1.88 0.367
C -4.16 -3.19 2.37 -1.009
C -5.48 -2.77 2.28 -0.536
C -5.77 -1.54 1.71 -0.634
C -4.75 -0.73 1.23 -0.428
H 3.14 3.95 2.57 0.431
H 2.48 6.10 3.64 0.408
H 0.09 6.66 3.93 0.391
H -1.65 5.06 3.18 0.415
H -2.22 2.78 2.54 0.417
H -2.11 -2.73 1.93 0.247
H -3.93 -4.15 2.82 0.419
H -6.28 -3.40 2.66 0.385
H -6.80 -1.20 1.64 0.398
H -4.97 0.24 0.80 0.456
S -0.09 1.88 -1.72 -0.590
C 0.86 0.76 -2.65 1.741
S 1.33 -0.53 -1.59 -0.853
C 1.15 0.86 -3.98 0.425
C 1.87 -0.17 -4.66 -0.315
N 2.44 -0.99 -5.23 -0.669
C 0.68 1.97 -4.75 -0.405
N 0.30 2.87 -5.36 -0.652
C 0.08 -1.41 3.08 -1.446
Si 1.03 -1.31 1.44 1.414
C 2.84 -1.49 1.99 -1.652
C 0.63 -2.94 0.49 0.671
C 1.40 -4.04 0.89 -0.896
C 1.29 -5.30 0.32 -0.831
C 0.38 -5.50 -0.71 -0.938
C -0.41 -4.44 -1.12 -0.658
C -0.31 -3.17 -0.54 1.250
Si -1.54 -1.94 -1.22 0.865
C -1.43 -1.35 -2.98 -1.259
C -3.23 -2.79 -1.25 -1.573
H 0.18 -2.40 3.55 0.290
H -0.98 -1.17 3.00 0.385
H 0.52 -0.67 3.77 0.393
H 2.99 -2.27 2.73 0.441
H 3.15 -0.54 2.44 0.287
H 3.49 -1.66 1.13 0.386
H 2.14 -3.91 1.68 0.290
H 1.92 -6.11 0.66 0.400
H 0.29 -6.47 -1.18 0.370
H -1.13 -4.61 -1.91 0.329
H -2.29 -1.72 -3.54 0.572
H -0.52 -1.69 -3.47 0.276
H -1.44 -0.26 -3.04 0.301
H -3.21 -3.42 -2.14 0.571
H -4.03 -2.06 -1.39 0.400
H -3.47 -3.42 -0.40 0.403
F 3.76 4.40 -5.19 -0.361
C 3.69 3.70 -4.05 0.753
C 2.96 4.18 -2.98 0.152
F 2.32 5.35 -3.09 -0.353
C 2.92 3.46 -1.81 -0.060
F 2.22 3.98 -0.79 -0.319
C 3.57 2.24 -1.65 0.052
Se 3.47 1.23 -0.04 -0.205
C 4.30 1.79 -2.74 0.332
F 4.97 0.63 -2.69 -0.422
C 4.37 2.50 -3.93 0.255
F 5.09 2.04 -4.96 -0.358
```



(7)
Here is an isolated ion of composition C6H14NO and charge -1 in a non-equilibrium geometry from the OMol25 dataset. Energies are from the ωB97M-V functional and the def2-TZVPD basis.

- HOMO-LUMO gap (eV) = 6.250
- E (eV) = -9986.2691
- total charge = -1
- structure (SMILES) = CCC[C@@H](C)NC[O-]
- lowest unoccupied orbital energy (eV) = 3.76
- energy above the lowest of the compared OMol25 structures with the same formula, charge and spin (kcal per mole) = 8.17
- M (g mol⁻¹) = 116.18

XYZ file:
```
22
Properties=species:S:1:pos:R:3:nbo_charge:R:1
C -2.94 -0.48 -0.56 -0.601
C -1.41 -0.42 -0.70 -0.404
C -0.78 0.48 0.35 -0.398
C 0.76 0.56 0.22 -0.072
C 1.31 1.84 0.85 -0.618
N 1.42 -0.61 0.80 -0.693
C 1.91 -1.54 -0.31 0.133
O 2.72 -0.95 -1.19 -0.960
H -3.37 -0.97 -1.43 0.192
H -3.20 -0.99 0.37 0.195
H -3.45 0.50 -0.56 0.186
H -0.98 -1.41 -0.54 0.214
H -1.16 -0.17 -1.73 0.194
H -0.95 0.10 1.36 0.198
H -1.17 1.51 0.30 0.170
H 1.02 0.64 -0.82 0.204
H 0.73 2.73 0.60 0.187
H 2.33 1.97 0.48 0.212
H 1.51 1.73 1.93 0.190
H 2.32 -0.23 1.09 0.334
H 0.97 -1.95 -0.75 0.060
H 2.43 -2.36 0.23 0.076
```